DFT (ωB97M-V with the def2-TZVPD basis set) results for 3 unconnected molecules or ions with the total composition C36H80ClN4O11S.

Properties
Frontier orbital gap = 8.70 eV
HOMO level = -10.535 eV
Energy relative to the best compared isomer or geometry (same formula, charge and spin) = 46.72 kcal/mol
Lowest unoccupied orbital energy = -1.83 eV
Net charge = +1
Multiplicity = 1
F_max = 0.0914 Eh/bohr

Cartesian coordinates (Å):
C1 6.97 2.21 1.01
C2 6.74 1.00 0.13
O1 5.76 1.28 -0.87
C3 6.30 1.45 -2.16
C4 5.17 1.88 -3.13
O2 3.92 1.49 -2.62
C5 3.07 2.41 -2.00
C6 2.56 1.64 -0.80
O3 1.55 2.38 -0.12
C7 1.45 2.12 1.27
C8 0.18 1.44 1.76
O4 -0.92 2.35 1.86
C9 -1.69 2.63 0.71
O5 -1.05 3.49 -0.17
C10 -1.38 4.87 -0.04
C11 -0.69 5.56 1.13
C12 -2.11 1.38 -0.05
C13 -2.82 1.78 -1.34
O6 -3.63 0.75 -1.87
C14 -4.90 0.60 -1.22
C15 -5.25 -0.88 -1.03
O7 -6.47 -1.23 -1.62
C16 -6.39 -1.87 -2.89
C17 -6.25 -0.89 -4.04
N1 -0.92 0.47 -0.27
C18 -1.29 -0.76 -1.04
C19 -1.01 -0.78 -2.56
C20 -0.32 -2.07 -2.96
Cl1 -0.01 0.60 -3.09
C21 -0.26 0.10 1.11
N2 -1.19 -0.53 1.98
C22 0.97 -0.80 0.85
C23 0.87 -2.28 1.23
C24 2.02 -3.10 0.62
S1 3.47 -3.29 1.70
H1 7.78 2.02 1.72
H2 6.07 2.45 1.59
H3 7.24 3.08 0.41
H4 7.69 0.70 -0.34
H5 6.39 0.15 0.71
H6 6.77 0.53 -2.53
H7 7.08 2.22 -2.12
H8 5.28 1.37 -4.09
H9 5.23 2.96 -3.32
H10 3.59 3.32 -1.66
H11 2.25 2.71 -2.67
H12 2.15 0.69 -1.16
H13 3.41 1.42 -0.15
H14 1.48 3.08 1.80
H15 2.33 1.56 1.60
H16 0.39 1.15 2.79
H17 -2.60 3.08 1.12
H18 -2.47 4.96 0.04
H19 -1.09 5.32 -0.99
H20 -1.35 5.70 1.99
H21 -0.31 6.53 0.84
H22 0.16 4.95 1.45
H23 -2.80 0.81 0.58
H24 -3.40 2.68 -1.13
H25 -2.09 2.05 -2.10
H26 -5.67 1.05 -1.86
H27 -4.89 1.14 -0.27
H28 -4.43 -1.48 -1.45
H29 -5.32 -1.12 0.04
H30 -7.30 -2.47 -2.98
H31 -5.54 -2.57 -2.87
H32 -7.00 -0.10 -3.93
H33 -5.26 -0.42 -4.06
H34 -6.41 -1.39 -4.99
H35 -0.23 1.03 -0.80
H36 -2.35 -0.91 -0.88
H37 -0.76 -1.59 -0.58
H38 -1.96 -0.68 -3.08
H39 -0.26 -2.15 -4.05
H40 0.70 -2.10 -2.57
H41 -0.87 -2.93 -2.57
H42 -1.71 -1.30 1.58
H43 -1.83 0.09 2.47
H44 1.80 -0.39 1.42
H45 1.26 -0.72 -0.20
H46 0.93 -2.36 2.31
H47 -0.08 -2.73 0.93
H48 2.37 -2.67 -0.32
H49 1.70 -4.11 0.40
H50 4.05 -2.13 1.34
C25 -2.06 1.12 4.73
O8 -3.11 0.69 3.88
C26 -4.09 -0.16 4.50
C27 -5.42 0.55 4.58
N3 -5.36 1.68 5.49
C28 -6.53 2.55 5.49
C29 -6.90 3.26 4.20
O9 -5.97 4.25 3.78
C30 -4.86 3.79 3.05
H51 -1.39 1.64 4.05
H52 -2.39 1.81 5.51
H53 -1.55 0.27 5.20
H54 -3.74 -0.46 5.49
H55 -4.20 -1.05 3.88
H56 -6.17 -0.16 4.94
H57 -5.71 0.84 3.55
H58 -4.53 2.23 5.29
H59 -6.36 3.32 6.25
H60 -7.39 1.96 5.82
H61 -7.84 3.78 4.37
H62 -7.07 2.55 3.37
H63 -5.13 2.94 2.41
H64 -4.02 3.49 3.69
H65 -4.53 4.61 2.42
C31 4.32 -1.51 -1.43
O10 3.49 -2.58 -1.03
C32 2.55 -3.01 -2.01
C33 2.90 -4.37 -2.58
N4 4.11 -4.30 -3.38
C34 4.64 -5.59 -3.82
C35 5.07 -6.59 -2.76
O11 6.22 -6.22 -2.03
C36 5.99 -5.37 -0.92
H66 4.85 -1.17 -0.55
H67 5.06 -1.81 -2.18
H68 3.74 -0.67 -1.83
H69 2.49 -2.27 -2.82
H70 1.57 -3.08 -1.52
H71 2.08 -4.70 -3.21
H72 2.97 -5.07 -1.73
H73 4.83 -3.81 -2.86
H74 5.51 -5.38 -4.45
H75 3.89 -6.07 -4.46
H76 5.34 -7.52 -3.28
H77 4.25 -6.84 -2.07
H78 5.04 -5.60 -0.43
H79 5.99 -4.31 -1.19
H80 6.80 -5.54 -0.21